Version P
# C21H19BrMnN5O4

C21H19BrMnN5O4 as an isolated structure (ωB97M-V/def2-TZVPD, the OMol25 dataset).

The geometry in ORCA input format:
```
! RIJCOSX wB97M-V def2-TZVPD def2/J DEFGRID3
* xyz 1 6
C 2.874 -0.566 -3.163
H -0.956 -5.015 -3.508
H -1.636 -3.972 -5.642
C 2.854 2.140 -2.557
H 1.938 1.707 5.062
H -2.254 2.850 3.170
C 0.162 -1.162 5.449
H 1.011 1.746 -1.541
C -0.872 -2.039 -5.113
H -1.155 -1.579 -6.050
N -5.192 3.886 2.375
C 1.832 -0.041 -2.404
H -3.124 4.189 3.818
H 4.698 -0.165 -4.201
Br 1.254 1.803 2.128
O -0.332 -0.182 -1.306
C 0.832 0.614 3.565
C 1.831 1.315 -2.103
C 1.310 0.862 4.826
C 1.384 -1.796 -0.701
H -0.120 -1.908 6.179
H 1.156 -0.568 7.638
H 2.835 3.198 -2.327
H 0.018 -0.250 -4.337
C 3.889 1.612 -3.310
C -0.222 -1.290 -4.144
O 2.294 -2.548 -0.949
C -1.140 -3.381 -4.884
C -0.116 -3.216 -2.711
H -5.934 3.670 1.732
H 4.685 2.252 -3.665
C 0.156 -1.871 -2.934
N -4.075 2.134 1.476
O 1.412 0.146 7.041
O 0.873 -1.580 0.476
N -2.221 0.569 1.152
H 2.889 -1.624 -3.387
H -5.301 4.658 3.008
C -0.759 -3.966 -3.685
C 3.894 0.256 -3.612
N 0.076 -0.401 3.188
C 0.762 -0.979 -1.867
Mn -0.253 -0.039 0.878
H 0.192 -3.688 -1.788
C -4.098 3.124 2.350
H -1.051 -0.149 -1.948
N -3.097 3.396 3.202
C -3.071 1.336 1.360
H -0.843 -2.131 3.821
C 0.956 -0.071 5.802
C -0.247 -1.287 4.139
*
```

Output
Lowest unoccupied orbital energy (spin up / spin down), eV: -2.58 / -2.61
HOMO-LUMO gap (spin up / spin down), hartree: 0.3058 / 0.3052

=====

Version Q
# C21H19BrMnN5O4

C21H19BrMnN5O4 as an isolated structure (ωB97M-V/def2-TZVPD, the OMol25 dataset).

The geometry in ORCA input format:
```
! RIJCOSX wB97M-V def2-TZVPD def2/J DEFGRID3
* xyz 1 6
H -2.644 -0.810 -0.674
C -2.502 -3.746 1.594
Br -2.599 2.665 -0.119
C 0.945 5.365 0.959
H -4.894 -3.398 3.965
H -1.076 -5.285 -4.080
C 0.021 -3.310 -1.557
C -2.329 -4.328 -2.622
H 1.009 -4.379 -3.129
C -0.007 -1.674 0.967
H 5.651 -0.992 -1.646
C -2.366 -3.512 -1.504
Mn -0.329 1.017 0.153
H -1.921 -4.510 1.095
H -2.826 -0.383 1.751
C -3.425 -4.095 2.568
C 2.206 0.085 -1.045
C -1.190 -2.998 -0.954
C 0.985 3.991 0.975
C 0.057 -4.135 -2.673
C -3.942 -1.780 2.930
N 5.333 -1.466 -0.820
H 5.928 -2.152 -0.393
C -1.368 5.222 0.322
N 3.594 -1.970 0.601
H 2.682 -1.776 1.042
N -0.077 3.227 0.688
C -4.158 -3.117 3.223
C -1.113 -4.645 -3.208
O 0.067 -0.477 1.408
C -1.317 -1.994 0.182
H 1.892 3.460 1.230
N 3.386 -0.367 -1.105
H 1.831 5.940 1.196
C 4.069 -1.273 -0.420
H -3.253 -4.715 -3.034
H 0.945 -2.920 -1.159
H 0.428 7.785 0.794
H -4.490 -1.010 3.458
N 1.166 0.627 -1.122
C -2.313 -2.407 1.262
H -2.308 5.681 0.054
C -1.200 3.865 0.365
O -0.398 7.328 0.600
C -3.017 -1.428 1.960
H -3.577 -5.137 2.815
H -3.322 -3.284 -1.048
C -0.253 6.007 0.634
O 0.813 -2.564 1.154
O -1.714 -0.734 -0.431
H 4.183 -2.638 1.069
*
```

Output
Lowest unoccupied orbital energy (spin up / spin down), eV: -2.48 / -2.69
HOMO-LUMO gap (spin up / spin down), hartree: 0.3186 / 0.3113

=====

Decreasing stability: version Q, version P

=====

Version P
# C26H74N6O8

A 8-piece molecular cluster, C26H74N6O8 overall (ωB97M-V/def2-TZVPD, the OMol25 dataset).

The geometry in ORCA input format:
```
! RIJCOSX wB97M-V def2-TZVPD def2/J DEFGRID3
* xyz 0 1
H 0.591 -5.737 -2.573
H 2.963 -1.932 -2.552
O 1.172 -1.003 4.751
H 1.299 3.472 -3.615
H -3.167 -2.197 0.294
H -2.594 4.057 4.642
H -4.265 3.547 5.075
C -0.630 -0.826 -0.225
H 6.677 0.125 0.447
H -2.567 -4.472 1.962
H -2.426 0.944 2.669
H -3.536 1.527 -2.680
H 2.629 1.966 -1.829
H 0.010 1.316 -2.922
H -0.318 -4.500 -3.438
C -5.190 -7.530 -0.349
N 0.536 3.648 -4.282
H -6.086 -7.236 -0.922
C 1.613 1.744 -5.177
N 6.738 0.389 -0.539
H 1.348 -0.431 2.353
H 2.142 5.163 -0.196
H 4.537 -1.049 -0.228
H -1.893 0.508 0.403
O -3.448 2.281 3.853
H -4.823 2.289 0.165
C -4.701 -5.200 0.167
C -3.546 -4.234 0.055
H -4.428 0.936 1.160
H 1.462 2.659 1.753
C -0.034 -4.824 -2.453
H -0.741 -1.143 -1.283
H -1.219 5.586 1.504
H 0.446 -2.386 2.850
C 0.224 2.300 -4.789
H -0.171 -1.618 0.361
C 1.219 4.578 -0.388
H -1.477 -3.917 0.698
O -1.853 -0.464 0.275
H 0.750 4.892 -1.319
C 2.450 -1.181 -1.945
C -4.471 2.026 1.171
O 0.653 -3.768 -1.836
C 2.346 -2.107 3.037
H -3.235 3.704 1.662
H -5.568 -4.857 -0.407
H -0.229 6.632 0.459
C 1.059 -0.501 6.052
C 2.145 2.649 0.900
H -2.654 2.777 -0.471
C -0.671 5.654 0.572
C -2.604 1.024 -2.967
H 0.097 -0.010 -0.072
H -3.916 4.304 3.499
H 0.102 0.026 6.108
H 3.330 -1.281 4.739
H -5.232 2.336 1.909
C -3.103 2.614 1.499
O 0.335 4.679 0.719
H 2.983 3.284 1.196
H 3.548 3.214 -1.295
C 2.284 -0.911 2.062
H -4.221 -2.787 1.356
N 1.240 -2.981 2.657
H 3.049 -0.144 2.246
H 4.887 1.400 -0.359
H 6.356 0.715 -2.920
O -4.235 -6.488 -0.316
N -3.945 -2.851 0.377
H -3.254 -4.218 -1.014
N -2.255 2.357 0.337
C -2.513 2.037 2.800
H -1.366 5.410 -0.239
H -1.490 2.453 3.018
H 1.028 -1.275 6.817
H 1.659 0.821 -5.763
H 2.492 1.633 0.824
C 4.603 -0.490 -1.187
C 5.440 0.783 -1.069
H 2.052 2.548 -5.764
H 1.587 -0.793 -2.504
H 2.254 1.564 -4.308
H -5.456 -7.933 0.636
C 2.360 -1.769 4.529
H -1.338 2.760 0.476
H -0.220 4.099 -3.768
H -0.324 2.417 -5.726
H 4.773 1.538 -2.964
H -1.969 -5.635 0.734
O -1.790 1.959 -3.626
H 3.307 -2.600 2.803
N 2.603 2.902 -1.483
H -4.742 -8.365 -0.906
H -0.657 0.382 -4.337
H 1.800 0.261 6.217
H 6.222 2.382 -2.330
H 5.099 -1.165 -1.912
C 1.599 3.116 -0.455
H 0.743 2.529 -0.827
H 2.319 -2.697 5.146
C -2.293 -4.615 0.894
H 2.268 -1.250 1.005
C -3.548 3.626 4.269
O 3.334 -0.120 -1.628
H 7.368 1.172 -0.600
H -2.932 0.230 -3.662
H -2.082 0.615 -2.070
H -5.090 -5.359 1.161
H 2.118 -1.694 -1.030
C 5.701 1.429 -2.407
H -0.899 -5.111 -1.862
C -0.539 1.387 -3.887
H 0.821 -3.935 -0.896
H 1.187 -3.786 3.255
*
```

Output
Lowest unoccupied orbital energy, eV: 0.58
SMILES: COC[C@H](C)N.COC[C@H](C)N.COC[C@H](C)N.COC[C@H](C)N.COC[C@H](C)N.COC[C@H](C)N.CO.CO
HOMO-LUMO gap, hartree: 0.3435

=====

Version Q
# C26H74N6O8

A 8-piece molecular cluster, C26H74N6O8 overall (ωB97M-V/def2-TZVPD, the OMol25 dataset).

The geometry in ORCA input format:
```
! RIJCOSX wB97M-V def2-TZVPD def2/J DEFGRID3
* xyz 0 1
H 14.727 6.577 -12.270
H 20.555 2.030 -10.977
C 14.574 5.931 -16.252
H 21.860 3.653 -9.953
H 9.339 2.797 -11.912
H 17.249 0.746 -15.568
H 15.822 -0.832 -16.818
O 20.217 -2.604 -11.030
H 12.685 -0.559 -15.078
C 16.615 -0.269 -17.312
H 12.538 1.726 -12.893
C 17.349 8.066 -13.489
C 22.342 0.196 -12.258
H 12.287 -2.911 -14.173
H 16.607 -2.926 -13.303
H 16.755 5.597 -11.126
H 21.032 -3.966 -9.687
H 14.844 6.993 -16.266
C 13.133 -2.527 -13.599
H 19.513 -4.431 -10.460
N 12.880 4.272 -17.041
H 18.436 7.955 -13.547
N 18.827 0.787 -16.875
H 22.235 -2.078 -10.864
H 17.112 6.051 -15.927
H 19.437 1.042 -16.103
H 17.525 -3.753 -14.629
H 20.277 -0.176 -12.303
C 16.748 5.063 -16.230
H 12.093 3.163 -11.755
O 13.071 3.600 -13.488
H 16.987 8.172 -14.510
H 22.713 -0.352 -13.124
H 16.004 -0.428 -10.706
C 14.388 3.454 -13.112
H 10.165 1.248 -12.134
H 14.591 3.817 -12.091
H 13.400 -3.215 -12.794
H 8.977 1.781 -13.337
C 20.465 -3.932 -10.624
H 18.968 -0.887 -14.793
N 20.808 0.157 -10.370
H 17.349 3.145 -12.588
H 14.107 -0.204 -14.383
H 11.027 2.918 -15.521
H 17.091 -0.459 -12.046
C 10.851 2.815 -13.471
H 16.603 8.321 -8.684
C 17.005 7.465 -9.238
H 21.487 0.031 -9.631
N 10.947 2.195 -14.820
C 21.105 -0.481 -11.658
C 18.181 -1.158 -15.506
H 16.893 5.958 -13.411
C 17.852 2.467 -13.295
H 17.148 8.968 -12.909
H 17.223 2.238 -14.150
H 18.089 7.606 -9.170
H 15.096 4.028 -13.723
N 15.213 7.064 -13.024
H 16.959 -0.840 -18.176
H 16.646 4.402 -15.362
H 13.314 3.735 -16.295
H 13.637 -1.432 -11.166
C 17.408 -2.838 -14.041
O 17.065 -1.735 -14.860
C 12.837 -1.100 -13.125
H 17.489 4.621 -16.898
C 17.090 6.611 -11.412
H 19.901 -0.090 -9.997
N 13.099 -0.131 -14.254
H 11.769 1.600 -14.857
H 13.284 3.919 -17.899
H 16.637 6.559 -8.750
H 18.553 -1.884 -16.249
H 19.652 3.154 -12.996
H 11.861 5.978 -15.237
H 20.721 4.819 -10.587
H 22.060 1.194 -12.600
H 20.174 3.686 -9.370
O 15.070 -0.767 -12.497
C 20.815 3.783 -10.252
H 16.088 0.940 -11.865
H 21.619 -2.381 -12.505
O 16.525 7.565 -10.559
C 13.221 5.693 -16.890
H 18.189 6.543 -11.381
H 23.153 0.349 -11.544
H 11.218 6.433 -16.854
H 18.490 1.658 -17.265
H 14.491 5.606 -15.204
O 19.026 3.119 -13.737
C 13.766 -0.713 -11.990
H 13.248 6.112 -17.906
H 18.067 1.567 -12.713
H 14.756 2.426 -13.273
H 13.496 0.277 -11.600
H 11.791 -0.996 -12.842
H 13.987 -2.550 -14.282
C 16.079 -0.152 -11.770
H 12.386 7.467 -15.954
C 9.755 2.117 -12.659
H 14.990 8.029 -12.786
C 12.175 2.751 -12.767
O 15.546 5.167 -16.948
C 12.084 6.445 -16.201
C 17.685 0.033 -16.285
H 21.014 -4.473 -11.404
O 20.436 2.937 -11.312
H 10.518 3.835 -13.679
C 16.676 6.872 -12.846
H 16.195 0.667 -17.684
H 18.293 -2.609 -13.439
C 21.362 -1.956 -11.521
*
```

Output
Lowest unoccupied orbital energy, eV: 0.39
SMILES: COC[C@H](C)N.COC[C@H](C)N.COC[C@H](C)N.COC[C@H](C)N.COC[C@H](C)N.COC[C@H](C)N.CO.CO
HOMO-LUMO gap, hartree: 0.3219

=====

Decreasing stability: version Q, version P